(1)
Below is one molecule with the formula C2H3ClF2 at a distorted geometry, with properties calculated with ωB97M-V/def2-TZVPD.

XYZ file:
```
8
Properties=species:S:1:pos:R:3:forces:R:3:lowdin_charge:R:1
C -1.005 0.642 -0.018 -3.53 3.44 -2.58 -0.2496
C 0.420 0.518 0.469 -1.47 -1.63 -0.01 -0.7520
H -1.593 1.595 0.146 1.24 -0.59 1.05 0.1443
H -0.996 0.714 -1.086 1.50 0.36 -0.92 0.1048
H 0.607 0.766 1.490 0.02 -0.44 0.89 0.1139
F -2.068 -0.285 -0.023 1.00 -1.06 1.88 -0.0886
F 1.257 1.248 -0.256 0.38 1.98 -0.93 -0.0156
Cl 0.753 -1.100 -0.044 0.85 -2.06 0.62 0.7427
```
Positions in Å, forces in eV/Å.

The calculation puts the highest occupied orbital energy at -11.335 eV. As for the energy above the lowest of the compared OMol25 structures with the same formula, charge and spin: 181.67 kJ/mol. The value obtained for the HOMO-LUMO gap is 12.29 eV. The calculation puts the total energy at -20078.506 eV.

***

(2)
Below is one molecule with the formula C2H3ClF2S at a distorted geometry, with properties calculated with ωB97M-V/def2-TZVPD.

XYZ file:
```
9
Properties=species:S:1:pos:R:3:forces:R:3:lowdin_charge:R:1
C 0.466 0.123 -0.756 -0.98 -0.30 -0.34 -0.4392
C -0.434 -0.600 0.303 0.06 2.61 -0.02 -1.0522
F -0.264 1.234 -1.157 0.54 -0.65 0.07 0.0009
F 1.693 0.622 -0.366 -1.43 -1.23 -0.31 0.0373
S -0.585 0.448 1.801 0.24 0.17 -0.03 0.7091
Cl 0.107 -2.188 0.709 0.15 -0.67 -0.13 0.6295
H 0.471 -0.618 -1.602 0.97 1.04 0.40 0.1571
H -1.437 -0.559 -0.166 0.63 -0.70 0.13 0.0765
H -0.017 1.539 1.234 -0.20 -0.28 0.24 -0.1191
```
Positions in Å, forces in eV/Å.

The calculation puts the highest occupied orbital energy at -9.683 eV. As for the energy above the lowest of the compared OMol25 structures with the same formula, charge and spin: 36.99 kJ/mol. The value obtained for the HOMO-LUMO gap is 10.44 eV. The calculation puts the total energy at -30914.849 eV.

***

(3)
Below is C2H3ClFI as an isolated structure at a distorted geometry, with properties calculated with ωB97M-V/def2-TZVPD.

XYZ file:
```
8
Properties=species:S:1:pos:R:3:forces:R:3:lowdin_charge:R:1
C 0.290 -0.004 -0.256 0.09 -0.14 0.56 -0.2180
C 1.167 -0.263 -1.438 -0.10 2.22 1.02 -1.0639
F 0.529 -0.140 -2.571 0.52 -0.13 -0.48 0.0054
Cl 2.408 1.726 -1.203 -1.02 -2.10 -0.65 0.0816
I 2.437 -1.876 -1.218 0.42 -0.04 -0.35 0.9646
H 1.019 0.303 0.510 -0.83 0.97 -0.12 0.0538
H -0.611 0.616 -0.534 1.40 -0.24 0.63 0.1161
H -0.027 -0.924 0.230 -0.49 -0.54 -0.62 0.0604
```
Positions in Å, forces in eV/Å.

The calculation puts the highest occupied orbital energy at -10.078 eV. As for the energy above the lowest of the compared OMol25 structures with the same formula, charge and spin: 105.25 kJ/mol. The value obtained for the HOMO-LUMO gap is 8.97 eV. The calculation puts the total energy at -25461.524 eV.

***

(4)
Below is a 2-piece molecular cluster, C2H3ClFNO overall at a distorted geometry, with properties calculated with ωB97M-V/def2-TZVPD.

XYZ file:
```
9
Properties=species:S:1:pos:R:3:forces:R:3:lowdin_charge:R:1
C 0.500 -0.562 -0.071 0.42 0.83 -1.43 -0.6511
C -0.782 -0.319 0.564 -4.16 -0.23 2.57 -0.6185
H 0.440 1.559 -0.682 0.51 -4.68 -1.40 0.1773
H 2.072 0.735 -0.815 -4.92 -1.63 -1.40 0.2554
H -0.956 -0.715 1.673 0.60 0.33 -2.68 0.1717
N 0.737 0.446 -1.048 5.91 5.00 2.41 0.0564
O 1.170 -1.501 0.209 0.95 -0.73 -0.08 0.1156
F -0.886 1.016 0.618 -0.39 2.02 1.56 -0.1053
Cl -2.295 -0.658 -0.449 1.08 -0.91 0.46 0.5986
```
Positions in Å, forces in eV/Å.

The calculation puts the highest occupied orbital energy at -10.704 eV. As for the energy above the lowest of the compared OMol25 structures with the same formula, charge and spin: 289.97 kJ/mol. The value obtained for the HOMO-LUMO gap is 10.64 eV. The calculation puts the total energy at -20897.314 eV.